{
  "formula": "C52H144N12O14",
  "method": "ωB97M-V with the def2-TZVPD basis set",
  "elements": ["H", "H", "C", "H", "C", "C", "C", "H", "H", "H", "O", "H", "C", "N", "H", "H", "H", "H", "H", "H", "H", "H", "H", "H", "H", "H", "C", "H", "H", "C", "H", "H", "H", "H", "C", "H", "H", "C", "H", "H", "H", "H", "C", "C", "H", "O", "H", "H", "H", "H", "H", "H", "C", "H", "H", "C", "O", "C", "H", "H", "H", "H", "H", "H", "H", "H", "H", "H", "O", "H", "H", "C", "H", "H", "C", "H", "C", "C", "H", "H", "H", "H", "O", "H", "H", "O", "H", "H", "H", "H", "C", "H", "C", "H", "H", "C", "H", "H", "C", "H", "H", "N", "H", "H", "H", "H", "H", "C", "C", "O", "H", "H", "H", "H", "H", "C", "N", "H", "H", "H", "C", "H", "O", "C", "N", "H", "O", "C", "O", "H", "H", "H", "C", "H", "H", "C", "N", "C", "C", "H", "H", "C", "N", "H", "H", "C", "H", "N", "N", "H", "C", "H", "C", "C", "C", "H", "C", "N", "H", "H", "H", "H", "H", "C", "H", "C", "H", "C", "H", "C", "H", "O", "H", "H", "H", "H", "H", "H", "H", "H", "H", "H", "H", "H", "H", "H", "H", "H", "H", "N", "H", "C", "H", "H", "H", "H", "N", "C", "O", "C", "C", "H", "O", "C", "H", "H", "O", "H", "H", "C", "N", "H", "H", "H", "H", "H", "H", "C", "H", "H", "C", "C"],
  "positions_angstrom": [[-1.97281, 2.37376, -4.84366], [-1.88785, 0.72725, -6.39747], [-5.73828, 3.85325, 2.06765], [0.77385, 4.63456, -5.64903], [2.83549, -0.27229, -4.09387], [-5.05480, -0.89636, 0.81163], [1.64624, -2.13471, 4.59771], [-2.91561, -4.61903, -1.92288], [-5.80544, 4.90420, 1.93941], [3.10073, 2.24466, -7.70914], [-2.25038, -2.65732, 2.55789], [-4.06896, 2.43932, 2.57867], [-3.50174, 5.96169, -1.24316], [3.57739, -3.31870, -1.73259], [2.92269, 0.44144, -1.49966], [-3.79767, 0.36357, -4.85356], [-1.54602, -0.57928, -0.63931], [1.70523, 2.36694, -5.91974], [0.97502, -6.99461, 3.47999], [5.84120, 1.39157, 3.11794], [-6.06341, -0.09568, -4.57115], [3.20981, -6.78490, 1.40645], [-2.72076, 5.36398, 0.60072], [-4.42992, -1.83864, -2.45787], [1.29912, 4.09249, -0.81872], [-3.36978, 3.24801, -5.68105], [1.95469, 5.02426, -3.77986], [1.45891, -5.16379, 6.88346], [5.44377, -1.83816, -1.54070], [5.27520, -2.51240, 4.48862], [3.13232, -4.15575, -2.08962], [0.02418, -0.18809, -1.43761], [2.98519, -6.51213, 4.92436], [3.26519, 5.22682, 1.98548], [-6.75208, 0.77749, -4.73935], [0.13730, -5.72179, 4.33217], [-2.59094, 7.07947, 0.36970], [1.94688, -0.81287, -5.15875], [-1.79187, 3.42977, 1.99086], [-4.08492, 3.32147, 1.02190], [1.38654, -2.81404, 3.77590], [-7.29871, 1.00411, -3.84581], [-4.30465, 3.39266, 2.06620], [-2.51766, 6.12456, -0.11072], [-3.11033, -0.06163, -7.16000], [3.96533, 0.96945, 2.90201], [-4.85276, -1.84178, 0.23260], [-4.72570, 0.21459, -1.57319], [0.14123, 1.77370, 3.30380], [-5.55644, -3.08304, 3.30447], [0.94246, -2.24916, 5.41256], [1.40840, 5.94053, -3.61797], [3.87563, -6.88134, 0.54582], [-3.20093, -2.74364, 2.42021], [-2.49980, -3.40337, 4.47388], [-0.97489, -3.78150, -2.36378], [2.16759, 0.81086, -3.47630], [2.59778, 1.35781, 2.70147], [4.88237, 2.77013, 3.56305], [6.11946, -2.98137, 2.48019], [3.24458, 1.04281, 5.19085], [-1.56898, -0.61322, 2.08875], [-0.06533, -2.29643, 0.51775], [-0.88111, -2.95935, 3.98382], [3.84025, 1.69501, -2.42847], [-5.58801, -3.30139, 1.78294], [-6.82110, -1.34662, 1.97518], [0.86380, 0.60547, 0.74100], [-0.97253, 1.45037, -0.71761], [0.41485, -5.42396, 1.35933], [2.98170, -1.02107, -3.30395], [4.54203, 4.63796, -0.21744], [5.45494, -4.58597, 4.53699], [0.39888, -4.01651, -0.74952], [-2.20992, 3.93074, 2.94236], [4.56147, 7.03534, -0.93725], [2.09668, 2.25936, 3.84718], [3.84491, -2.35705, 3.98328], [5.53095, -1.74924, 5.20360], [-7.50957, 3.90750, 3.28306], [4.20056, 3.62761, -0.24141], [2.49410, -2.75572, -5.44024], [1.73238, -5.18310, 3.06770], [4.87473, -7.12299, 0.96159], [3.92948, 3.78447, -8.17743], [1.93319, 4.07143, 1.07794], [1.69448, -0.01490, -5.88327], [5.33185, -4.79337, 0.85457], [1.50135, -1.52256, 0.37051], [-5.64022, 0.57391, 2.90537], [-5.05401, 1.48449, -6.19974], [1.46769, -4.15540, 1.37674], [3.42102, 5.61583, -0.05299], [4.64209, -3.84337, 5.76749], [-0.52122, -2.77582, -2.43812], [-6.47834, 3.63491, 3.44767], [-2.97617, -0.90580, 4.74859], [1.52113, -1.10025, 4.23366], [-1.92345, -2.68629, 3.95313], [-0.41693, -5.34319, -1.23308], [5.03003, 2.42455, 1.93547], [-6.48226, 3.18998, 0.97507], [-1.13074, -4.30905, -4.44490], [1.51733, -8.35779, 5.50774], [-1.48580, 6.03761, -0.47845], [0.11812, -0.77927, -3.78800], [0.37359, 3.10598, 0.26287], [-2.45376, -3.62601, -2.22148], [-5.10647, 0.84465, -0.77836], [-5.87583, 0.05124, 0.10586], [2.92864, 2.72389, -4.72468], [-6.07134, 4.32782, 4.21272], [3.63289, -4.10079, 0.99807], [-4.52357, 5.73318, -0.79222], [1.85148, 6.05680, 1.41059], [-0.65293, 0.05002, -0.60913], [-0.99629, 0.22129, 1.85734], [-2.56396, -3.00395, -1.32063], [-4.65735, -2.18135, -4.14833], [0.10521, 4.85915, 0.36322], [4.98957, 1.94822, 2.87639], [-1.86499, 2.85041, -2.00560], [-3.00499, -3.08227, -3.34792], [1.20094, 4.05659, -4.79111], [0.16985, 3.27382, -4.14101], [-1.56839, -1.47491, 5.65728], [3.82813, -5.73619, -0.31254], [-1.98965, -1.32179, 4.62182], [2.92965, 3.88274, -6.41802], [0.55956, -4.43264, -3.69594], [-5.10025, -3.40591, -2.92561], [-7.36387, 3.69595, 0.79138], [4.76881, -3.65381, -0.94720], [-5.37308, 0.59362, -6.73239], [-0.60857, 3.81576, -3.79977], [-3.68003, 1.17691, -5.61217], [5.44468, -3.77256, 5.20336], [-3.04041, 2.42876, -4.95989], [-5.73344, -1.34517, 2.17434], [-1.36331, -0.58381, 4.04641], [1.46551, 0.76237, 5.40796], [0.81946, 4.07415, 0.13835], [2.66251, -1.85193, -5.89057], [-3.46366, 2.65316, -3.99313], [2.27849, -2.00052, -6.82116], [0.64877, -1.39827, -4.56064], [0.78343, -1.65726, 1.99524], [0.66935, 2.57280, 3.68496], [-5.23787, -2.67060, 2.45319], [-3.49186, 6.83142, -1.88856], [-4.37703, -2.63481, -3.17728], [2.56742, 3.23572, 3.87326], [-1.64566, 1.79547, -1.91080], [1.96133, -6.27550, 5.27827], [-0.52310, -4.54044, -3.59848], [3.61580, -7.71115, -0.10974], [2.60974, 5.26639, 1.14864], [-2.85390, 0.85345, -6.78477], [2.39230, 2.39489, 5.94917], [0.06662, -4.06272, 2.35942], [5.21939, 4.63434, 0.65532], [-6.30543, 2.61756, 3.74587], [-0.70912, -5.56754, -3.35295], [1.38296, -7.46639, 6.10969], [-1.04776, 1.60588, -2.83017], [0.01132, -0.07763, 0.76700], [3.66399, -3.32280, 3.42510], [2.83834, 1.22695, -2.26395], [-4.28922, 1.37600, -0.27542], [1.11715, -6.02599, 4.00132], [-4.36776, -0.41905, 3.57611], [-3.50118, 4.39228, 2.70773], [2.66237, 5.46074, -0.86111], [0.30943, -7.22071, 6.27167], [0.45503, 2.78007, -3.31632], [-5.83230, 1.54048, -1.18660], [5.02797, -1.66237, 0.20185], [0.90279, -2.38304, -4.07081], [3.24817, 7.68414, -0.16573], [2.17030, 2.02368, -1.91596], [5.53638, -4.31784, -1.50176], [2.96735, 5.35975, -4.16095], [7.25320, -2.64554, 3.75185], [3.67852, -1.47275, 3.33768], [-7.48236, 0.45277, -5.47153], [5.04185, 4.80516, -1.14796], [-3.81530, 4.51658, -2.64203], [2.50807, -4.29501, 5.80265], [-0.03432, -1.67124, -5.35320], [3.99554, 6.99708, -0.10157], [-1.61065, 4.81600, 3.16279], [6.30961, -2.33933, 3.34241], [1.88776, -7.56200, 7.03492], [-5.02066, 2.39111, -6.82531], [6.44580, -2.51072, -0.28950], [2.50066, 1.91358, 1.73927], [-0.48990, -4.34712, -1.10688], [0.86981, -4.72503, 2.04089], [-5.91918, 1.79752, -5.11213], [0.56389, -1.48595, 0.94393], [5.43111, -2.33009, -0.56526], [-6.71216, 2.25892, 1.12878], [-3.09816, 4.85911, -2.10633], [3.64602, 3.12249, -7.31386], [-6.01704, -0.61952, 4.15934], [6.23429, -1.37058, 2.92383], [2.92783, -2.35819, 5.10081], [4.52513, 2.68683, -6.78150], [2.13373, 0.36354, 2.76714], [-5.43365, -0.43521, 3.26844], [2.17130, -5.14368, 6.18535], [-4.09290, -0.48474, 1.09476], [3.87766, -2.69639, -2.48169], [-2.12943, 3.12951, 3.70168], [3.81236, 0.02872, -4.53282], [-1.59368, 0.94935, 1.49673], [0.64689, 3.35506, 3.01837], [2.29527, 1.54766, 5.24026], [1.99675, 4.47974, -2.88365], [-2.56236, 1.19871, -2.09413], [2.22303, 3.17131, -5.43063], [4.36633, -4.57500, 0.28960]],
  "forces_ev_per_a": [[0.4, -0.1, -0.3], [-1.0, 0.1, -0.8], [-1.9, -1.8, 1.7], [0.0, -0.4, 0.8], [0.4, 0.5, 0.5], [-1.0, -0.9, 0.7], [-0.8, 0.6, -0.1], [0.3, 0.7, -0.5], [0.4, 1.0, -0.7], [-0.2, 0.4, 0.1], [0.5, 0.1, 0.1], [-0.6, 0.1, -0.3], [-1.0, -0.9, -0.3], [0.4, -0.1, 0.3], [-0.1, -0.1, -0.3], [0.2, 0.3, -0.5], [-0.2, 0.0, -0.2], [-0.4, -0.7, -0.2], [-0.1, 0.0, 0.4], [1.6, -0.5, 0.1], [-1.0, 0.1, 0.3], [-0.3, 0.0, -0.1], [0.1, -0.7, 0.9], [0.1, 0.3, 0.7], [-0.5, 0.4, -1.0], [1.0, -0.6, 1.1], [0.2, 0.5, -2.6], [-0.3, 1.0, 0.3], [0.3, 0.7, 0.3], [0.4, 0.1, -1.0], [0.1, 0.1, -0.2], [0.1, -0.3, 0.0], [-0.4, -0.4, 0.0], [0.6, -0.2, 1.0], [1.0, -2.2, 0.2], [-0.6, 0.7, -0.1], [-0.3, 0.6, 0.2], [-1.3, -0.4, -0.6], [-0.3, 0.8, 1.0], [0.9, -0.2, -0.9], [0.1, -0.1, 0.2], [0.0, 0.3, 0.6], [0.3, 0.8, 0.9], [0.6, -0.3, -1.1], [0.0, 0.2, 0.0], [0.0, -0.1, 0.1], [-0.3, 0.9, 0.1], [0.4, -0.1, -0.3], [0.3, 0.4, 0.0], [-0.2, 0.3, 1.0], [-0.2, -0.2, 0.2], [-0.4, 0.3, 0.2], [0.2, -0.1, -0.4], [-0.5, 0.0, 0.3], [-0.7, -0.9, 0.6], [1.5, 1.2, 0.1], [1.0, 0.1, 1.1], [1.3, 0.8, 0.5], [-0.3, 0.2, 0.9], [-0.3, -0.4, 0.1], [0.4, -0.4, 0.3], [0.6, 0.5, -0.6], [0.0, 0.6, 0.6], [0.3, -0.5, 0.1], [-0.6, -0.5, -0.2], [-0.3, -0.9, -1.3], [0.2, 0.1, 0.1], [-0.3, 0.3, 0.6], [-0.6, -0.1, -0.3], [-0.2, -1.3, 0.3], [0.3, -0.2, -0.2], [0.4, -0.3, 0.8], [-0.2, 1.1, 0.9], [0.0, 0.2, -0.5], [1.1, -1.0, -1.5], [0.0, 0.3, -0.1], [-1.2, -1.5, 0.9], [0.1, -1.1, 0.0], [-0.2, 0.6, 0.4], [-0.4, -0.3, 0.2], [-0.7, -0.8, -0.2], [0.3, 0.3, 0.1], [-0.2, 0.5, 0.0], [-0.1, 0.5, -0.4], [0.0, -0.7, 0.9], [-1.0, -1.0, -0.4], [0.2, -0.2, 0.4], [-1.1, 0.1, -0.5], [0.0, -0.2, 0.2], [-0.2, 0.1, 0.3], [0.3, 0.6, 1.4], [0.9, 0.8, -0.5], [-0.7, 0.5, -1.6], [-1.0, -0.6, 1.1], [-0.4, -0.1, 0.1], [1.5, 1.2, -0.8], [-0.4, -0.1, 0.0], [0.2, -0.2, 0.0], [0.3, 1.5, -1.1], [0.1, -0.4, 0.3], [0.4, 0.3, -1.5], [0.1, 3.0, -0.7], [0.0, 0.4, -0.8], [-0.3, -0.3, 0.1], [-0.3, -0.1, 0.0], [0.6, -0.3, -0.9], [-0.5, -0.4, 0.0], [-0.3, -1.1, 1.9], [-0.6, -0.1, 0.0], [0.9, -0.9, 1.2], [0.0, 0.0, 0.2], [-0.1, -0.5, -0.3], [0.6, -0.2, -0.6], [1.1, 0.5, -0.8], [0.6, -0.1, -0.4], [0.4, 1.2, 0.4], [1.1, -0.4, -0.7], [-0.4, 0.2, -0.1], [0.1, -0.4, 0.4], [0.1, 0.3, -0.2], [-1.8, -0.2, 0.2], [-0.2, 0.3, 0.8], [-1.9, 0.7, -0.9], [0.8, 1.8, 0.5], [-0.6, -0.1, -0.4], [-0.3, 0.4, -0.9], [0.5, -0.5, 1.1], [1.3, 0.2, 0.6], [-0.8, 1.4, 0.2], [-0.2, 0.1, -0.5], [0.2, -0.4, 0.1], [0.8, -0.4, 0.2], [-0.2, -1.2, 1.6], [-0.4, 0.0, -0.4], [-0.1, 0.6, -0.3], [0.3, 0.5, -0.1], [1.2, -0.8, -1.7], [-1.8, 0.5, -1.6], [-0.5, -0.5, -2.4], [-0.5, -0.7, 0.8], [1.2, 1.6, 0.1], [1.6, -0.7, 1.3], [0.1, -0.8, -0.3], [-0.3, 0.0, 0.3], [0.1, 0.4, 0.1], [0.2, -0.4, 1.1], [0.0, -0.2, 0.0], [0.1, 0.4, -0.6], [0.9, -0.3, 0.2], [-0.5, 0.4, 0.1], [1.1, 0.3, -1.5], [0.6, 0.0, -0.2], [0.2, -0.9, -1.5], [1.3, 0.2, -0.1], [0.1, -0.4, 1.4], [-0.3, -0.1, 0.3], [-0.9, 2.3, 1.2], [1.5, -0.8, 1.1], [-0.6, -1.0, 0.2], [-0.1, -0.1, 0.5], [0.0, 0.5, -0.5], [-0.4, -0.5, 0.4], [-0.1, -1.0, -0.2], [-0.6, 1.5, -2.0], [0.1, -0.4, 0.6], [-1.4, -1.0, -0.1], [-0.2, 1.0, 0.0], [-0.6, 0.9, -0.7], [-0.1, -0.1, 0.0], [0.3, -1.7, 0.4], [-0.6, -0.3, -0.4], [-1.0, -0.3, -0.3], [0.9, 0.3, -0.1], [0.5, -0.6, 0.0], [0.8, -0.3, 0.1], [0.3, 0.3, -0.2], [-0.6, -0.4, -0.2], [-0.1, 1.1, -0.3], [0.2, -0.1, -0.1], [0.3, -0.1, 0.4], [-1.0, 1.1, 0.5], [-1.0, -0.7, 0.4], [0.7, 0.4, 0.0], [0.1, -0.3, 0.3], [-0.2, 0.2, -0.6], [0.7, 0.2, -0.5], [-0.4, 0.3, 0.1], [-0.2, 1.0, -0.2], [-0.4, 0.1, -0.2], [-0.8, -1.1, 0.7], [0.2, -0.4, 0.3], [-1.4, -1.5, 0.5], [0.5, 0.0, 0.9], [0.1, -0.6, -0.1], [0.9, -0.1, 0.2], [-0.2, -0.7, 0.4], [-0.1, -0.4, 0.1], [0.0, 0.5, 0.1], [-0.3, 1.6, -0.6], [0.4, 0.0, -0.8], [0.1, -0.4, -0.8], [-0.3, -2.1, 0.6], [0.5, 0.1, 0.8], [1.1, -0.6, -0.5], [-0.3, 0.0, 0.3], [0.4, 1.3, 0.0], [0.9, 0.2, -0.8], [-0.1, 0.3, -0.6], [-0.6, 0.6, -0.4], [1.0, 1.8, 1.0], [-0.4, -2.1, -0.2], [0.4, 0.4, -0.2], [-0.4, -0.4, -0.1], [-0.2, 0.6, 0.1], [-0.4, -0.1, 0.3], [-0.3, 0.2, 0.1], [-0.4, -0.6, 0.1], [-0.7, 0.5, -1.2], [0.5, -0.6, 1.4], [0.2, 0.3, 0.5], [0.6, -0.7, -0.5], [0.9, 1.1, -0.8]],
  "lowdin_charge": [0.032, 0.084, -0.388, 0.157, -0.225, -0.158, -0.141, 0.148, 0.122, 0.084, -0.112, 0.126, -0.271, 0.042, 0.087, 0.132, 0.123, 0.104, 0.129, 0.071, 0.084, 0.073, 0.035, 0.051, 0.052, 0.111, -0.031, 0.062, 0.068, -0.421, 0.064, 0.116, 0.133, 0.117, -0.141, 0.117, 0.078, -0.434, 0.093, 0.097, 0.061, 0.080, -0.200, -0.071, 0.071, -0.227, 0.127, 0.060, 0.046, 0.088, 0.089, 0.065, -0.092, 0.028, 0.100, -0.449, -0.230, -0.171, 0.084, 0.054, 0.051, 0.046, 0.070, 0.066, 0.100, 0.072, 0.147, 0.106, -0.211, 0.082, 0.103, -0.057, 0.098, 0.052, -0.149, 0.060, -0.414, -0.166, 0.131, 0.063, 0.055, 0.068, -0.192, 0.091, 0.105, -0.217, 0.137, 0.131, 0.082, 0.063, -0.198, 0.048, -0.442, 0.024, 0.119, -0.038, 0.035, 0.067, -0.290, 0.068, 0.059, 0.056, 0.072, 0.071, 0.070, 0.078, 0.065, -0.273, -0.114, -0.186, 0.120, 0.085, 0.113, 0.129, 0.143, -0.168, 0.076, 0.113, 0.082, 0.078, -0.078, 0.061, -0.170, -0.374, 0.059, 0.093, -0.211, -0.082, -0.190, 0.069, 0.089, 0.091, -0.415, 0.118, 0.068, -0.439, 0.051, -0.047, -0.431, 0.065, 0.094, -0.024, 0.038, 0.049, 0.075, -0.044, 0.054, 0.046, 0.045, 0.101, -0.059, 0.120, -0.116, -0.407, -0.049, 0.086, -0.255, 0.030, 0.079, 0.067, 0.095, 0.047, 0.070, -0.052, 0.067, -0.378, 0.128, -0.073, 0.076, -0.213, 0.070, -0.199, 0.113, 0.088, 0.034, 0.084, 0.078, 0.058, 0.069, 0.069, 0.157, 0.099, 0.074, 0.119, 0.083, 0.072, 0.065, 0.020, 0.073, 0.055, 0.093, -0.037, 0.059, 0.133, 0.062, 0.115, 0.064, -0.114, -0.188, -0.055, -0.068, 0.026, -0.112, -0.138, 0.089, 0.052, -0.192, 0.094, 0.102, -0.064, 0.068, 0.105, 0.044, 0.087, 0.138, 0.044, 0.053, -0.037, 0.013, 0.081, -0.232, -0.199],
  "homo_lumo_gap_ev": 8.899,
  "homo_ev": -8.42,
  "total_energy_ha": -3777.71157,
  "lumo_energy_ev": 0.48,
  "relative_energy_kcal_mol": 17.5
}